Entry 1:
Formula: C21H30N2O3
Source: the OMol25 dataset
Level of theory: ωB97M-V/def2-TZVPD

Its SMILES is COc1ccccc1CN1C(=O)CC[C@]1(C)C(=O)NC1CCCCCC1. For the total energy, the calculation gives -31388.4162 eV. Its spin multiplicity is 1. As for the gap between HOMO and LUMO: 0.3460 Ha. The net charge is 0. The calculation puts the relative energy (zero: lowest compared OMol25 entry of this formula, charge and spin) at 48.0 kJ/mol.

Structure (XYZ):
```
56
Properties=species:S:1:pos:R:3:forces:R:3:mulliken_charge:R:1
C 2.321 -1.777 -1.147 0.0 0.0 0.1 -0.470
H 3.044 -1.599 2.523 0.0 -0.1 0.1 0.482
C -0.101 0.768 1.318 -0.1 0.3 -0.5 -1.188
C 0.614 3.025 0.485 0.1 0.0 -0.1 -1.074
H 0.846 -2.806 -0.021 0.1 0.0 0.1 0.099
O -3.016 -0.306 0.949 0.1 0.0 -0.4 -0.386
C -1.764 2.648 1.285 0.2 -0.2 0.0 -1.924
C 3.425 -0.711 -1.114 0.1 -0.2 0.0 -0.396
C -2.187 -2.469 0.207 -0.1 0.1 0.3 -0.602
H 0.247 4.035 0.667 0.0 0.0 0.0 0.503
C -2.369 -1.099 0.052 0.0 -0.1 -0.3 0.655
H 3.293 0.997 0.942 0.0 0.1 0.0 0.032
H 5.255 -0.229 -0.125 0.0 -0.1 0.0 0.432
H -4.076 -1.670 2.105 0.0 0.0 0.0 0.390
H 1.346 3.871 -1.404 0.0 -0.1 -0.1 0.436
H -2.478 -1.167 2.750 0.0 0.0 0.0 0.383
C 4.310 -0.714 0.132 0.0 0.4 -0.1 -1.051
C -3.366 -0.842 2.203 0.0 -0.1 0.3 -1.013
C -1.265 -1.226 -2.084 -0.1 0.0 0.1 -0.136
H 2.714 -2.674 -1.632 -0.1 0.0 -0.1 0.468
C 2.611 -0.709 2.063 -0.2 0.2 -0.1 -1.328
H 2.100 2.344 -0.980 0.0 0.0 -0.1 -0.051
C 0.092 2.155 -1.707 0.4 0.3 -0.1 0.634
H -2.558 1.918 1.399 -0.1 0.0 0.0 0.218
H 0.947 0.195 -0.341 -0.2 0.0 0.0 -0.246
H -3.839 -0.027 2.749 0.0 -0.1 0.0 0.272
H 2.453 -2.914 0.680 0.0 0.0 0.0 0.598
C 1.749 -2.233 0.199 -0.2 0.1 -0.1 -0.834
C 1.401 -1.152 1.224 0.2 -0.3 0.5 -0.147
H 4.054 -0.860 -1.995 -0.1 0.1 0.0 0.588
C -1.108 -2.594 -1.937 0.0 -0.1 0.0 -0.574
C -0.573 2.031 0.559 -0.3 0.2 0.5 2.322
H -2.904 1.385 -0.749 0.1 0.0 -0.1 0.451
C -1.890 -0.469 -1.107 -0.2 0.0 0.1 0.635
H 0.679 -1.579 1.934 0.1 0.1 -0.2 0.394
H 4.487 0.291 2.020 0.0 0.1 0.0 0.408
O -0.414 0.551 2.471 -0.1 0.0 0.4 -0.712
H 2.987 0.285 -1.219 0.0 0.1 0.0 -0.223
H -1.448 2.956 2.278 0.0 0.0 0.1 0.450
H -2.128 1.250 -2.351 0.0 0.0 0.2 0.638
C 1.165 2.906 -0.933 0.0 0.0 0.0 -0.290
H -2.133 3.512 0.737 0.0 0.1 -0.1 0.472
N 0.738 -0.014 0.620 0.3 -0.3 -0.2 1.335
C -1.566 -3.208 -0.786 0.0 0.0 -0.2 -0.772
H 1.361 2.800 1.247 0.0 0.0 0.0 0.294
H 4.541 -1.737 0.430 0.1 -0.1 0.0 0.362
H 1.507 -1.415 -1.780 0.0 -0.1 -0.1 0.006
C -2.028 1.021 -1.286 -0.1 -0.1 -0.1 -1.846
H -2.532 -2.971 1.097 -0.1 0.0 0.1 0.431
H -0.902 -0.727 -2.971 0.0 0.1 -0.1 0.443
H -0.629 -3.174 -2.711 0.1 -0.1 -0.1 0.401
H -1.446 -4.273 -0.653 0.0 -0.1 0.0 0.410
H 2.237 -0.071 2.867 0.0 -0.1 0.1 0.432
C 3.696 0.049 1.306 0.1 -0.3 0.1 -0.218
O 0.083 1.947 -2.901 0.0 -0.1 -0.4 -0.693
N -0.855 1.747 -0.836 -0.2 0.1 0.3 0.102
```
Forces are in eV/Å.

Entry 2:
Formula: C21H30N2O4
Source: the OMol25 dataset
Level of theory: ωB97M-V/def2-TZVPD

Its SMILES is Cc1cc(C)c(C(=O)NC[C@@H]2CCCO2)c(C)c1C(=O)NC[C@H]1CCCO1. For the total energy, the calculation gives -33435.4468 eV. Its spin multiplicity is 1. As for the gap between HOMO and LUMO: 0.3559 Ha. The net charge is 0. The calculation puts the relative energy (zero: lowest compared OMol25 entry of this formula, charge and spin) at 75.9 kJ/mol.

Structure (XYZ):
```
57
Properties=species:S:1:pos:R:3:forces:R:3:mulliken_charge:R:1
H -1.673 -3.291 0.719 0.0 0.0 0.0 0.187
C 2.485 0.656 1.221 0.0 0.1 -0.3 -0.160
H 1.796 -1.951 0.896 0.0 0.0 0.1 -0.178
H 1.352 4.658 -0.836 0.0 0.1 0.0 0.399
H -0.841 5.254 -1.428 0.0 0.0 -0.1 0.422
H 4.324 -3.004 -0.354 -0.1 0.1 0.0 0.422
H 3.881 2.795 1.052 0.1 0.0 0.0 0.355
N -2.374 0.718 -0.926 -0.1 -0.3 -0.1 0.077
C 1.886 -1.973 -1.924 -0.4 -0.1 -0.1 -0.262
C -3.303 -2.202 1.743 0.1 -0.1 -0.1 -0.574
O -2.629 -1.986 -0.511 0.0 0.3 -0.2 -0.401
H 3.488 4.323 0.253 0.0 0.1 0.0 0.526
C 3.390 3.242 0.192 0.0 0.0 0.0 -1.802
H -2.524 -1.841 2.411 0.0 0.0 0.0 0.228
O 2.573 0.322 2.386 -0.1 -0.1 0.3 -0.670
H 2.408 -3.610 0.903 0.0 0.0 0.1 0.443
C 1.941 2.855 0.138 -0.1 -0.1 0.1 0.911
H -4.427 0.800 -0.876 0.0 -0.1 -0.1 0.398
H 5.124 -0.767 0.027 0.0 0.0 0.1 0.421
C 3.558 -2.217 -0.330 0.2 0.0 0.5 0.107
H -3.679 -0.073 1.428 0.0 0.0 0.0 0.047
C -1.303 4.297 -1.199 -0.1 0.1 0.1 -1.582
H 1.387 -1.007 -1.748 0.0 -0.1 0.0 0.002
H -1.661 3.852 -2.128 -0.1 0.0 -0.1 0.306
O -3.123 2.363 0.432 -0.2 0.2 0.2 -0.639
C 1.498 1.646 0.675 -0.2 0.3 0.0 0.326
H 1.752 -2.251 -2.972 0.0 0.0 0.1 0.400
O 3.275 -1.861 -1.683 0.2 0.1 0.0 -0.510
C -2.685 -2.929 0.536 0.0 -0.3 0.3 -0.435
H 1.579 -4.022 -1.324 0.0 0.0 0.0 0.372
H -4.652 -1.783 -0.857 0.1 0.1 0.0 0.416
H 3.108 0.418 -0.713 -0.1 0.1 0.1 0.336
H -0.460 -0.755 0.620 -0.1 -0.1 0.0 0.042
H 0.309 -2.923 -0.750 -0.1 0.0 0.0 -0.065
C 4.130 -0.999 0.419 0.1 -0.4 -0.2 -1.151
N 3.269 0.142 0.243 0.1 -0.2 -0.3 0.080
C -3.818 -1.216 -0.410 -0.3 0.4 0.1 0.268
H -3.733 -0.097 -2.256 0.0 0.1 0.1 0.444
C -0.757 2.170 0.019 0.3 0.2 0.2 0.799
H 3.909 2.910 -0.708 0.1 0.0 0.0 0.297
H 4.195 -1.208 1.488 0.1 0.0 -0.1 0.406
H -1.567 0.200 -1.235 0.1 0.2 0.1 0.202
C -0.356 0.068 1.328 0.1 -0.1 0.1 -1.425
H -2.167 4.461 -0.559 -0.1 0.1 0.0 0.336
C 0.142 1.314 0.656 0.0 0.1 -0.1 -0.041
C -3.648 0.099 -1.183 -0.2 -0.4 0.0 -1.291
H 0.325 -0.234 2.119 0.0 0.0 0.0 0.668
C -2.202 1.778 -0.100 0.3 -0.2 -0.3 -0.228
H -1.331 0.258 1.770 -0.1 -0.1 0.0 0.378
H -5.132 -1.064 1.320 0.0 0.1 0.0 0.491
H -3.317 -3.778 0.235 0.1 0.0 0.0 0.447
C 1.376 -3.022 -0.940 0.2 0.1 -0.1 -0.238
H -3.958 -2.865 2.304 0.0 0.0 0.1 0.344
C -4.068 -1.035 1.099 0.1 0.0 -0.2 -0.600
C 1.014 3.712 -0.437 -0.1 -0.1 0.0 -0.753
C 2.245 -2.732 0.282 0.1 0.1 -0.2 -0.202
C -0.329 3.381 -0.526 0.0 -0.1 0.0 0.899
```
Forces are in eV/Å.

Entry 3:
Formula: C21H30N8OS2W
Source: the OMol25 dataset
Level of theory: ωB97M-V/def2-TZVPD

For the total energy, the calculation gives -59688.2220 eV. Its spin multiplicity is 3. As for the gap between HOMO and LUMO (spin up / spin down): 0.0963 / 0.1033 Ha. The net charge is +4. The calculation puts the relative energy (zero: lowest compared OMol25 entry of this formula, charge and spin) at 135.8 kJ/mol.

Structure (XYZ):
```
63
Properties=species:S:1:pos:R:3:forces:R:3:lowdin_spin:R:1
H 1.463 0.044 -4.207 -0.1 0.1 0.2 0.000
C 2.118 -1.253 3.641 -1.0 0.6 -0.4 0.021
C -2.947 -2.728 -0.358 0.2 0.2 -0.2 0.000
H 0.815 -2.615 0.222 -0.2 -0.1 0.0 0.002
H 0.573 1.243 -2.510 0.4 0.0 0.1 0.006
H 2.272 -1.013 -3.046 0.0 0.2 0.0 0.000
H -0.162 -0.484 5.037 0.0 -0.1 0.0 0.001
H 2.920 -1.148 -0.106 0.0 -0.1 0.3 0.006
C -6.662 -3.418 -0.121 -1.3 -0.8 0.7 0.000
C -0.397 0.363 4.397 0.0 0.0 -0.1 0.013
H -0.316 -4.783 0.178 0.1 0.0 0.0 0.000
H -1.478 0.495 4.410 -0.1 0.0 0.0 0.002
C 3.388 0.828 -3.489 0.1 -0.3 -1.0 0.000
N -0.900 -1.479 -0.092 0.9 0.8 0.0 0.014
H 4.267 0.180 -3.538 -0.1 0.1 0.1 0.000
H -5.855 -2.414 2.080 0.2 -0.1 0.0 0.000
H 3.405 1.470 -4.378 -0.1 -0.1 0.1 0.000
N 1.378 0.700 -2.156 -0.5 0.5 0.4 0.022
H -8.067 -4.208 -1.513 0.0 0.4 0.1 0.000
W 0.396 0.434 0.070 -1.5 0.8 -1.2 1.679
C 2.075 0.032 -3.305 0.4 -0.8 -0.4 0.003
H -1.382 2.170 3.102 0.1 -0.2 -0.3 -0.001
H -5.623 0.085 1.932 0.0 0.2 0.2 0.000
N -1.262 1.815 2.151 -0.4 0.5 0.8 -0.009
H -4.222 -1.928 1.591 0.0 -0.1 0.1 0.000
S 1.968 2.305 -0.094 -0.2 -0.4 0.4 -0.012
C -2.230 -1.534 -0.314 -0.9 -0.1 -0.1 0.005
H -5.274 -0.063 0.196 0.1 0.1 -0.1 0.000
C -2.254 -3.930 -0.194 0.3 0.3 0.1 0.017
C -5.271 -1.942 1.286 -0.2 0.5 -0.2 0.000
H -2.893 4.075 0.491 0.0 -0.1 -0.1 0.000
H -7.444 -2.858 0.416 0.3 0.0 -0.2 0.000
H -6.415 -4.339 -2.087 -0.6 0.3 0.5 0.000
C 3.607 -1.793 1.839 -0.1 0.0 0.5 0.007
H -6.846 -0.521 0.830 -0.1 0.0 -0.1 0.000
N -5.412 -2.712 0.069 1.5 -0.1 -0.4 0.001
H -2.759 -4.881 -0.280 -0.2 0.0 0.0 0.001
C 2.342 1.585 -1.587 0.8 0.4 -0.9 0.012
C -1.790 2.479 1.109 -0.3 0.0 0.0 0.005
C -7.109 -3.682 -1.529 0.2 -0.7 -1.1 0.000
C 2.718 -1.200 0.967 0.1 -0.1 -0.4 0.047
H 3.970 -2.297 3.899 0.1 -0.1 0.1 0.001
C 1.268 -0.641 2.707 1.0 -0.7 0.2 0.002
C -0.259 -2.648 0.071 0.5 -0.8 0.1 0.015
N -0.356 0.799 1.958 0.3 0.0 1.1 -0.013
H -7.170 -2.767 -2.118 -0.3 0.0 0.1 0.000
H 4.242 2.220 -2.061 -0.1 0.1 0.1 0.000
H 0.069 1.237 4.861 0.1 0.1 0.0 0.006
H -6.595 -4.379 0.420 0.1 0.2 -0.1 0.000
C 0.118 0.165 3.021 -0.9 0.8 -0.2 0.079
C -4.395 -2.914 -0.809 -1.2 0.3 0.5 -0.001
H -2.731 -0.587 -0.486 0.0 -0.2 0.1 0.000
C 3.291 -1.832 3.201 0.4 -0.2 -0.7 0.021
H 4.528 -2.220 1.474 0.1 0.0 -0.1 0.000
H -2.712 3.965 2.188 0.0 0.0 0.1 0.000
O -4.540 -3.375 -1.917 1.3 0.1 -0.2 0.001
C -0.890 -3.879 0.041 0.1 0.3 0.0 0.001
N 1.564 -0.643 1.376 0.9 -0.5 0.6 0.025
S -1.577 1.784 -0.462 0.4 -0.5 -0.3 0.028
N 3.430 1.653 -2.296 -0.7 0.0 0.9 0.000
H 1.883 -1.248 4.695 -0.1 0.0 0.1 0.001
N -2.516 3.559 1.279 0.3 -0.3 0.1 -0.007
C -5.781 -0.518 1.044 0.1 -0.3 0.4 0.000
```
Forces are in eV/Å.

Entry 4:
Formula: C21H30NO5P
Source: the OMol25 dataset
Level of theory: ωB97M-V/def2-TZVPD

Its SMILES is CCCCO[P@@](=O)(c1ccc(N(C)C)cc1)[C@H](O)c1cc(OC)ccc1OC. For the total energy, the calculation gives -43281.1113 eV. Its spin multiplicity is 1. As for the gap between HOMO and LUMO: 0.3096 Ha. The net charge is 0. The calculation puts the relative energy (zero: lowest compared OMol25 entry of this formula, charge and spin) at 147.6 kJ/mol.

Structure (XYZ):
```
58
Properties=species:S:1:pos:R:3:forces:R:3:mulliken_charge:R:1
H -4.873 -0.414 -3.748 -0.1 0.0 -0.1 0.410
C 2.534 0.459 5.745 -0.2 0.1 0.0 -1.034
C 2.536 -0.215 3.402 0.0 0.0 -0.2 1.206
H 5.224 -0.185 3.996 0.1 -0.1 0.0 0.318
H -4.730 0.996 0.684 0.1 0.0 0.0 0.374
O 1.032 -1.270 -1.706 0.5 -0.5 -0.3 -0.885
H 4.921 -0.341 5.725 0.0 0.0 0.0 0.299
O -0.602 -3.214 -0.327 0.2 -0.5 -0.3 -0.642
H -4.099 -1.143 -5.854 0.0 0.0 0.0 0.341
H 2.755 3.768 -0.193 0.0 0.1 0.1 0.332
H 2.636 1.444 -2.178 0.0 -0.1 0.0 0.324
H -4.090 -2.858 -6.335 -0.1 0.1 0.0 0.246
P 0.254 -0.756 -0.568 -0.7 0.6 0.9 1.129
C -4.130 -0.764 -3.049 0.0 -0.2 -0.4 -0.778
C -4.027 -0.124 -1.819 0.1 0.2 0.4 -0.859
H 4.150 -1.203 2.356 0.1 0.0 0.0 0.383
C 3.140 -0.833 2.294 0.2 -0.1 0.1 -0.371
C -2.340 -2.228 -2.418 -0.2 0.1 0.0 -0.566
H -3.437 1.993 -0.047 0.0 0.0 0.0 0.406
C -0.120 1.371 -2.058 0.1 0.6 -0.8 -0.792
C -3.092 -0.530 -0.885 -0.1 -0.1 -0.2 0.781
H 0.902 3.147 -2.669 0.0 0.1 0.0 0.445
H -0.482 0.422 1.961 -0.1 0.1 0.1 0.549
H 4.130 2.805 -0.735 0.1 0.1 0.0 0.402
H 0.407 3.139 -0.969 0.0 0.1 0.0 0.270
C 1.153 -0.529 0.980 -0.3 -0.2 -0.7 -0.154
C -1.158 -1.940 -0.214 0.3 0.8 0.1 -0.065
N 3.218 -0.040 4.577 0.1 0.0 0.2 0.096
H -0.031 -3.206 -1.110 0.1 -0.1 0.1 0.445
H 3.276 3.845 -1.877 0.1 0.1 -0.1 0.371
C 3.152 3.185 -1.021 -0.1 -0.2 0.0 -1.505
H 0.337 0.679 -2.774 -0.1 0.1 0.0 0.419
C -3.294 -1.825 -3.355 0.0 0.1 0.1 0.496
H 0.704 0.711 4.077 0.0 0.0 0.1 0.389
C -2.234 -1.600 -1.197 -0.3 0.1 0.0 0.356
C -4.251 -2.170 -5.506 -0.1 0.0 -0.1 -0.881
H -4.695 0.698 -1.614 0.0 0.1 0.1 0.385
C 0.536 0.075 2.067 0.1 -0.1 -0.1 -1.136
C 1.212 0.235 3.255 -0.1 0.1 0.2 -0.516
C 0.829 2.530 -1.771 0.0 -0.5 0.1 -0.754
H 4.535 -1.689 4.646 0.1 0.0 0.0 0.360
C 2.214 2.035 -1.364 -0.1 0.3 0.0 0.497
H -1.695 -3.055 -2.670 0.1 -0.1 0.0 0.388
C -3.651 1.187 0.662 -0.1 0.1 0.1 -1.069
C 2.457 -0.986 1.108 -0.1 0.0 -0.1 -1.299
H -5.278 -2.280 -5.140 0.0 0.0 0.0 0.345
O -3.312 -2.530 -4.525 0.2 -0.1 0.2 -0.430
C 4.538 -0.597 4.740 0.1 -0.1 -0.1 -1.052
H 2.115 1.377 -0.497 0.1 0.0 -0.1 -0.265
O -0.443 0.672 -0.869 0.3 -0.8 0.8 0.059
H -1.066 1.738 -2.470 0.1 -0.1 0.0 0.312
H 3.225 0.493 6.584 0.0 0.0 0.0 0.298
H -3.323 1.488 1.656 -0.1 0.0 -0.1 0.273
O -2.923 0.026 0.354 0.0 -0.3 -0.1 -0.372
H 2.165 1.474 5.573 -0.1 0.0 0.1 0.301
H 1.688 -0.178 6.023 0.0 0.0 0.0 0.359
H 2.927 -1.459 0.259 0.1 -0.1 -0.1 0.453
H -1.525 -1.831 0.808 0.1 0.1 -0.1 0.603
```
Forces are in eV/Å.